{
  "formula": "C3H6ORb",
  "method": "ωB97M-V/def2-TZVPD",
  "homo_ev": -13.6,
  "total_charge": 1,
  "e_tot_ev": -5905.91231,
  "e_above_lowest_kcal_mol": 4.3,
  "symbols": ["Rb", "C", "C", "O", "C", "H", "H", "H", "H", "H", "H"],
  "positions_angstrom": [[-0.334, 4.080, 0.220], [1.162, -0.406, -0.649], [-0.187, 0.188, -0.268], [-0.440, 1.333, -0.593], [-1.003, -0.638, 0.716], [1.551, 0.102, -1.532], [1.056, -1.473, -0.844], [1.830, -0.395, 0.212], [-1.224, -1.511, 0.102], [-1.908, -0.154, 1.085], [-0.502, -1.128, 1.550]],
  "forces_ev_per_angstrom": [[-0.05, -0.23, -0.14], [-0.90, -0.57, -0.43], [1.71, 0.07, 1.93], [-0.64, 0.14, 0.00], [-0.34, -0.20, -1.00], [0.21, -0.04, 0.27], [-0.04, -0.05, -0.27], [0.05, 0.48, 0.01], [-0.74, -0.19, -0.04], [0.07, 0.00, -0.31], [0.67, 0.58, -0.04]],
  "nbo_charge": [0.997, -0.728, 0.649, -0.658, -0.742, 0.241, 0.240, 0.251, 0.254, 0.237, 0.259]
}